No. 1
Formula: CH2O
Source: the OMol25 dataset
Level of theory: wB97M-V/def2-TZVPD

Results
- E_HOMO (eV) = -10.1
- electronic energy (eV) = -3115.6174
- frontier orbital gap (eV) = 11.18
- total charge = 0

Cartesian coordinates (Å):
C: -0.116 0.231 -0.465
O: 0.163 -0.269 0.571
H: -0.709 -0.458 -1.000
H: 0.102 1.220 -0.780

---

No. 2
Formula: CH2O2S
Source: the OMol25 dataset
Level of theory: wB97M-V/def2-TZVPD

Results
- E_HOMO (alpha / beta) (eV) = -10.3 / -10.3
- electronic energy (eV) = -15995.9636
- frontier orbital gap (alpha / beta) (eV) = 8.68 / 8.68
- total charge = 0

Cartesian coordinates (Å):
C: 0.831 0.049 0.299
S: -0.811 -0.065 -0.173
O: -1.605 1.109 -0.079
O: -1.349 -1.346 0.176
H: 1.639 -0.840 -0.185
H: 1.295 1.092 -0.037

---

In kcal/mol, the relative energy (zero: lowest compared OMol25 entry of this formula, charge and spin) values for the records above are, in order, 7.2, 91.6.